Record 1
{
  "formula": "C4H7N2P",
  "method": "ωB97M-V/def2-TZVPD",
  "elements": ["C", "P", "C", "C", "N", "H", "H", "C", "N", "H", "H", "H", "H", "H"],
  "positions_angstrom": [[1.774, -0.405, 0.038], [2.010, 1.286, -0.092], [3.743, 0.663, 0.037], [3.903, -0.702, 0.213], [2.670, -1.317, 0.236], [4.586, 1.316, -0.276], [4.811, -1.177, 0.297], [-2.002, 0.995, 0.290], [-1.271, 0.363, -0.775], [-3.049, 0.797, 0.002], [-2.123, 0.399, 1.218], [-1.614, 1.953, 0.253], [-1.356, -0.670, -0.983], [-0.318, 0.603, -0.917]],
  "mulliken_charge": [0.389, -0.071, -0.199, -0.523, -0.380, 0.323, 0.434, -0.714, -0.446, 0.266, 0.220, 0.376, 0.210, 0.116],
  "total_energy_ev": -16524.98738,
  "relative_energy_ev": 4.8224,
  "homo_lumo_gap_ev": 6.67,
  "multiplicity": 1,
  "smiles": "C1#P=CC=N1.CN"
}



Record 2
{
  "formula": "C4H7N2S",
  "method": "ωB97M-V/def2-TZVPD",
  "elements": ["C", "C", "C", "C", "N", "N", "S", "H", "H", "H", "H", "H", "H", "H"],
  "positions_angstrom": [[-1.988, 1.376, -0.821], [-2.592, 0.504, 0.037], [-0.123, 0.210, -0.231], [2.206, -1.045, 0.036], [-0.632, 1.134, -1.026], [2.070, -1.280, 1.319], [-1.386, -0.478, 0.691], [-2.379, 2.008, -1.524], [-3.455, 0.529, 0.512], [1.405, -1.417, -0.629], [3.174, -0.522, -0.296], [1.245, -1.791, 1.688], [-0.109, 1.523, -1.887], [2.564, -0.751, 2.132]],
  "mulliken_charge": [-0.524, -0.353, -0.144, -0.170, -0.083, -0.238, -0.033, 0.438, 0.506, 0.410, 0.298, 0.303, 0.302, 0.287],
  "total_energy_ev": -18067.32450,
  "charge": 1,
  "relative_energy_ev": 3.0677,
  "homo_lumo_gap_ev": 8.59,
  "multiplicity": 1
}



Record 3
{
  "formula": "C4H7N2S",
  "method": "ωB97M-V/def2-TZVPD",
  "elements": ["C", "C", "C", "C", "N", "N", "S", "H", "H", "H", "H", "H", "H", "H"],
  "positions_angstrom": [[0.807, -0.044, 1.889], [0.132, 1.068, 1.664], [-1.133, 1.057, -1.765], [1.982, -2.104, 2.102], [1.286, -1.116, 2.014], [-1.865, 1.939, -1.144], [-1.601, 0.945, 1.461], [0.634, 2.000, 1.961], [-1.602, 0.389, -2.470], [-0.112, 1.044, -1.672], [3.039, -2.068, 2.193], [1.760, -3.156, 1.927], [-2.913, 1.777, -0.915], [-1.508, 2.834, -0.814]],
  "mulliken_charge": [0.667, -1.010, -0.177, -0.267, 0.040, -0.266, -0.131, 0.364, 0.269, 0.349, 0.274, 0.268, 0.330, 0.290],
  "total_energy_ev": -18063.91269,
  "charge": 1,
  "relative_energy_ev": 3.2739,
  "homo_lumo_gap_ev": [4.29, 6.96],
  "multiplicity": 3
}



Record 4
{
  "formula": "C4H7N3",
  "method": "ωB97M-V/def2-TZVPD",
  "elements": ["H", "N", "C", "N", "C", "C", "C", "N", "H", "H", "H", "H", "H", "H"],
  "positions_angstrom": [[-1.078, -3.126, -0.459], [-1.099, -2.400, -1.171], [-0.738, -1.302, -0.665], [-0.613, -0.061, -1.228], [-0.207, 0.741, -0.101], [1.136, 1.461, -0.256], [-0.322, -0.779, 0.658], [-0.117, -1.165, 1.842], [0.082, -0.158, 2.011], [-0.689, 0.171, -2.195], [-0.979, 1.477, 0.202], [1.110, 2.214, -1.061], [1.929, 0.751, -0.503], [1.401, 1.989, 0.666]],
  "mulliken_charge": [0.230, -0.806, 0.393, -0.118, -0.109, -1.117, 0.501, -0.679, 0.343, 0.155, 0.248, 0.329, 0.304, 0.325],
  "total_energy_ev": -8729.62930,
  "relative_energy_ev": 2.0500,
  "homo_lumo_gap_ev": 9.90,
  "multiplicity": 1,
  "smiles": "[H]/N=C1/N[C@H](C)/C1=N\\[H]"
}



Record 5
{
  "formula": "C4H7N3",
  "method": "ωB97M-V/def2-TZVPD",
  "elements": ["C", "N", "C", "N", "N", "C", "C", "H", "H", "H", "H", "H", "H", "H"],
  "positions_angstrom": [[-0.743, -0.102, 2.153], [-1.051, 0.236, 0.761], [0.032, 0.302, -0.076], [-0.763, -1.128, -1.959], [0.193, -0.478, -2.325], [0.772, 0.583, -1.434], [1.336, 0.269, -0.134], [-0.002, 0.606, 2.532], [-1.640, -0.023, 2.777], [-0.335, -1.119, 2.264], [-1.829, -0.296, 0.381], [0.580, -0.562, -3.282], [1.193, 1.401, -2.068], [2.257, 0.311, 0.409]],
  "mulliken_charge": [-0.859, -0.290, 0.156, -0.734, 0.324, -0.435, -0.413, 0.280, 0.317, 0.307, 0.323, 0.257, 0.354, 0.413],
  "total_energy_ev": -8726.32572,
  "relative_energy_ev": 5.3536,
  "homo_lumo_gap_ev": 8.94,
  "multiplicity": 1
}



Record 6
{
  "formula": "C4H7N3",
  "method": "ωB97M-V/def2-TZVPD",
  "elements": ["H", "N", "C", "C", "N", "N", "C", "C", "H", "H", "H", "H", "H", "H"],
  "positions_angstrom": [[-2.607, -1.440, 1.710], [-1.593, -1.403, 1.745], [-1.100, -0.605, 0.879], [-1.927, 0.213, -0.016], [-2.669, 0.801, -0.682], [0.246, -0.500, 0.691], [0.947, 0.622, 0.080], [1.374, 0.329, -1.355], [0.765, -1.128, 1.291], [0.313, 1.519, 0.110], [1.820, 0.841, 0.703], [0.502, 0.344, -2.020], [1.831, -0.666, -1.426], [2.097, 1.074, -1.710]],
  "mulliken_charge": [0.248, -0.725, 0.613, 0.131, -0.397, -0.188, -0.520, -1.014, 0.273, 0.336, 0.331, 0.281, 0.293, 0.337],
  "total_energy_ev": -8731.15214,
  "relative_energy_ev": 0.5272,
  "homo_lumo_gap_ev": 10.24,
  "multiplicity": 1,
  "smiles": "[H]/N=C(\\C#N)NCC"
}



Record 7
{
  "formula": "C4H7N3",
  "method": "ωB97M-V/def2-TZVPD",
  "elements": ["C", "C", "C", "C", "N", "N", "N", "H", "H", "H", "H", "H", "H", "H"],
  "positions_angstrom": [[-0.114, 1.413, -0.169], [0.998, 0.412, 0.189], [-1.131, 0.347, 0.210], [0.262, -1.926, -0.297], [0.114, -0.728, 0.115], [2.249, 0.330, 0.084], [-2.339, 0.230, -0.106], [2.689, 1.234, -0.067], [-2.737, -0.689, 0.078], [-0.136, 1.619, -1.245], [-0.133, 2.318, 0.431], [-0.394, 0.331, 1.615], [1.228, -2.263, -0.652], [-0.556, -2.626, -0.185]],
  "mulliken_charge": [-0.130, 0.047, -0.013, -0.326, 0.061, -0.674, -0.687, 0.259, 0.238, 0.295, 0.268, 0.112, 0.299, 0.251],
  "total_energy_ev": -8726.28680,
  "relative_energy_ev": 5.3925,
  "homo_lumo_gap_ev": [7.33, 7.33],
  "multiplicity": 1
}



Record 8
{
  "formula": "C4H7N3",
  "method": "ωB97M-V/def2-TZVPD",
  "elements": ["H", "N", "C", "C", "C", "N", "C", "N", "H", "H", "H", "H", "H", "H"],
  "positions_angstrom": [[0.963, 2.565, -0.204], [0.097, 2.090, 0.051], [0.064, 0.882, -0.271], [-0.853, -0.212, -0.014], [-2.323, -0.246, 0.133], [-0.008, -1.204, 0.033], [1.164, -0.481, -0.408], [2.330, -0.540, 0.358], [-2.646, 0.544, 0.810], [-2.638, -1.219, 0.504], [-2.797, -0.065, -0.834], [1.359, -0.591, -1.472], [3.103, -1.049, -0.043], [2.186, -0.474, 1.356]],
  "mulliken_charge": [0.270, -0.671, 0.248, 0.756, -1.051, -0.672, -0.111, -0.441, 0.300, 0.310, 0.284, 0.366, 0.208, 0.205],
  "total_energy_ev": -8729.82144,
  "relative_energy_ev": 1.8579,
  "homo_lumo_gap_ev": 9.29,
  "multiplicity": 1,
  "smiles": "[H]/N=C1/C(C)=N[C@@H]1N"
}



Record 9
{
  "formula": "C4H7N3",
  "method": "ωB97M-V/def2-TZVPD",
  "elements": ["C", "C", "N", "C", "N", "C", "N", "H", "H", "H", "H", "H", "H", "H"],
  "positions_angstrom": [[0.025, -0.815, -2.119], [0.010, 0.161, -0.939], [-0.212, -0.520, 0.356], [-0.219, 0.223, 1.521], [-0.180, 1.495, 1.685], [-0.532, 0.129, 2.961], [-0.832, 0.245, 4.081], [-0.926, -1.350, -2.214], [0.832, -1.549, -2.027], [0.191, -0.273, -3.059], [-0.787, 0.899, -1.096], [0.960, 0.712, -0.913], [-0.108, -1.528, 0.341], [-0.455, 2.192, 1.029]],
  "mulliken_charge": [-1.366, -0.247, -0.161, 0.385, -0.491, 0.200, -0.450, 0.362, 0.372, 0.349, 0.287, 0.295, 0.248, 0.219],
  "total_energy_ev": -8729.24247,
  "relative_energy_ev": 2.4369,
  "homo_lumo_gap_ev": 9.62,
  "multiplicity": 1
}



Record 10
{
  "formula": "C4H7N3",
  "method": "ωB97M-V/def2-TZVPD",
  "elements": ["C", "N", "C", "C", "C", "N", "N", "H", "H", "H", "H", "H", "H", "H"],
  "positions_angstrom": [[-1.396, -0.362, 1.738], [-0.704, -1.067, 0.676], [0.134, -0.380, -0.190], [-0.042, 0.924, -0.725], [1.026, 1.087, -1.576], [1.744, -0.052, -1.520], [1.226, -0.963, -0.667], [-1.218, 0.714, 1.655], [-2.480, -0.527, 1.693], [-1.045, -0.675, 2.730], [-0.301, -1.951, 0.950], [-0.846, 1.620, -0.537], [1.312, 1.911, -2.216], [2.591, -0.278, -2.013]],
  "mulliken_charge": [-0.761, -0.230, 0.530, -0.300, -0.696, 0.301, -0.888, 0.283, 0.234, 0.264, 0.282, 0.347, 0.422, 0.213],
  "total_energy_ev": -8731.18337,
  "relative_energy_ev": 0.4960,
  "homo_lumo_gap_ev": 9.03,
  "multiplicity": 1,
  "smiles": "CNc1cc[nH]n1"
}



Record 11
{
  "formula": "C4H7N3",
  "method": "ωB97M-V/def2-TZVPD",
  "elements": ["N", "C", "C", "N", "C", "N", "C", "H", "H", "H", "H", "H", "H", "H"],
  "positions_angstrom": [[-1.616, -0.220, 1.992], [-0.773, -0.227, 0.852], [-0.602, -1.260, -0.050], [0.364, -0.847, -0.938], [0.802, 0.395, -0.637], [1.802, 0.803, -1.545], [0.117, 0.832, 0.484], [-2.385, -0.875, 1.903], [-1.997, 0.703, 2.169], [-1.079, -2.229, -0.106], [0.839, -1.239, -1.734], [1.565, 1.521, -2.208], [2.741, 0.869, -1.195], [0.221, 1.773, 1.013]],
  "mulliken_charge": [-0.565, 1.075, -0.944, 0.005, -0.021, -0.515, -0.875, 0.238, 0.254, 0.361, 0.236, 0.200, 0.202, 0.348],
  "total_energy_ev": -8731.40145,
  "relative_energy_ev": 0.2779,
  "homo_lumo_gap_ev": 8.48,
  "multiplicity": 1,
  "smiles": "Nc1c[nH]c(N)c1"
}



Record 12
{
  "formula": "C4H7N3",
  "method": "ωB97M-V/def2-TZVPD",
  "elements": ["C", "C", "C", "C", "N", "N", "N", "H", "H", "H", "H", "H", "H", "H"],
  "positions_angstrom": [[0.583, 1.289, -1.385], [-0.326, 1.210, -0.142], [-0.146, -0.058, 0.633], [-0.919, -1.187, 0.610], [-0.162, -2.119, 1.260], [1.006, -1.594, 1.651], [1.010, -0.354, 1.315], [0.416, 2.235, -1.915], [1.641, 1.238, -1.110], [0.384, 0.475, -2.095], [-0.135, 2.075, 0.502], [-1.372, 1.249, -0.465], [-1.908, -1.391, 0.222], [-0.072, -3.068, 0.919]],
  "mulliken_charge": [-1.093, -0.446, 0.264, -0.233, 0.142, -0.603, -0.204, 0.320, 0.327, 0.313, 0.278, 0.259, 0.393, 0.283],
  "total_energy_ev": -8730.69919,
  "relative_energy_ev": 0.9802,
  "homo_lumo_gap_ev": 10.50,
  "multiplicity": 1,
  "smiles": "CCc1c[nH]nn1"
}



Record 13
{
  "formula": "C4H7N3",
  "method": "ωB97M-V/def2-TZVPD",
  "elements": ["C", "C", "C", "C", "N", "N", "N", "H", "H", "H", "H", "H", "H", "H"],
  "positions_angstrom": [[0.607, 0.793, -0.063], [-0.648, -2.196, 1.150], [0.144, 0.203, -2.331], [1.001, 1.097, -1.394], [0.000, 0.637, 0.894], [-0.823, -1.663, 2.162], [-0.875, -0.919, 3.276], [0.221, 0.596, -3.303], [-0.768, 0.146, -1.752], [0.368, -0.869, -2.344], [0.922, 2.181, -1.575], [2.055, 0.751, -1.751], [-0.482, -0.009, 3.140], [-1.721, -0.749, 3.891]],
  "mulliken_charge": [0.208, -0.265, -1.129, -0.274, -0.342, 0.286, -0.546, 0.344, 0.344, 0.329, 0.276, 0.204, 0.293, 0.271],
  "total_energy_ev": -8728.06305,
  "relative_energy_ev": 3.6163,
  "homo_lumo_gap_ev": 10.41,
  "multiplicity": 1
}



Record 14
{
  "formula": "C4H7N3",
  "method": "ωB97M-V/def2-TZVPD",
  "elements": ["H", "N", "C", "C", "N", "N", "C", "C", "H", "H", "H", "H", "H", "H"],
  "positions_angstrom": [[-2.735, -0.917, 0.928], [-1.958, -0.267, 0.869], [-0.850, -0.848, 0.639], [-0.679, -2.268, 0.358], [-0.496, -3.372, 0.080], [0.346, -0.186, 0.621], [0.383, 1.192, 0.164], [0.644, 1.065, -1.373], [1.129, -0.699, 0.245], [-0.582, 1.670, 0.361], [1.073, 1.719, 0.843], [0.640, 0.005, -1.664], [1.579, 1.479, -1.738], [-0.195, 1.490, -1.914]],
  "mulliken_charge": [0.240, -0.685, 0.680, 0.144, -0.385, -0.426, -0.425, -0.961, 0.283, 0.310, 0.344, 0.306, 0.282, 0.292],
  "total_energy_ev": -8730.74183,
  "relative_energy_ev": 0.9375,
  "homo_lumo_gap_ev": 10.38,
  "multiplicity": 1,
  "smiles": "[H]/N=C(\\C#N)NCC"
}



Record 15
{
  "formula": "C4H7N3",
  "method": "ωB97M-V/def2-TZVPD",
  "elements": ["C", "N", "C", "C", "C", "N", "N", "H", "H", "H", "H", "H", "H", "H"],
  "positions_angstrom": [[2.578, -0.077, 0.304], [1.296, -0.277, 0.447], [0.305, 0.529, -0.290], [-0.933, -0.241, 0.060], [-2.316, 0.036, -0.429], [-0.643, -1.130, 0.942], [0.697, -1.167, 1.242], [2.875, 0.505, -0.556], [3.278, -0.571, 0.962], [0.582, 0.606, -1.345], [0.290, 1.531, 0.156], [-2.998, -0.696, 0.011], [-2.656, 1.037, -0.133], [-2.394, -0.026, -1.521]],
  "mulliken_charge": [-0.362, 0.555, -0.388, 0.529, -1.147, -0.286, -0.916, 0.205, 0.316, 0.333, 0.255, 0.332, 0.276, 0.297],
  "total_energy_ev": -8728.68560,
  "relative_energy_ev": 2.9937,
  "homo_lumo_gap_ev": [7.73, 7.73],
  "multiplicity": 1
}



Record 16
{
  "formula": "C4H7N3",
  "method": "ωB97M-V/def2-TZVPD",
  "elements": ["C", "N", "C", "N", "N", "C", "C", "H", "H", "H", "H", "H", "H", "H"],
  "positions_angstrom": [[-0.744, -1.187, -1.787], [0.234, -0.253, -1.283], [0.834, -0.406, -0.109], [1.755, 0.255, 0.383], [2.212, 1.056, 1.222], [-0.827, 1.142, 2.292], [-1.624, 0.549, 1.616], [-0.624, -2.130, -1.262], [-1.774, -0.854, -1.630], [-0.586, -1.371, -2.850], [0.405, 0.579, -1.828], [3.234, 0.972, 1.168], [-0.100, 1.651, 2.879], [-2.330, 0.016, 1.025]],
  "mulliken_charge": [-0.770, -0.202, 0.001, 0.389, -0.760, -0.309, -0.420, 0.309, 0.247, 0.318, 0.249, 0.221, 0.379, 0.348],
  "total_energy_ev": -8726.49007,
  "relative_energy_ev": 5.1893,
  "homo_lumo_gap_ev": 9.39,
  "multiplicity": 1
}



Record 17
{
  "formula": "C4H7N3",
  "method": "ωB97M-V/def2-TZVPD",
  "elements": ["C", "N", "C", "N", "N", "C", "C", "H", "H", "H", "H", "H", "H", "H"],
  "positions_angstrom": [[2.146, 0.391, 0.110], [0.967, 0.494, -0.733], [-0.180, 0.977, -0.288], [-1.235, 1.168, -0.947], [-2.397, 0.712, -1.092], [-1.631, -1.403, 0.941], [-0.739, -1.769, 1.662], [1.942, 0.913, 1.045], [2.373, -0.656, 0.334], [3.016, 0.847, -0.372], [1.006, 0.018, -1.628], [-2.929, 1.413, -1.618], [-2.383, -1.017, 0.274], [0.044, -2.086, 2.313]],
  "mulliken_charge": [-0.753, -0.193, 0.001, 0.181, -0.625, -0.445, -0.355, 0.311, 0.276, 0.301, 0.260, 0.213, 0.442, 0.383],
  "total_energy_ev": -8726.57473,
  "relative_energy_ev": 5.1046,
  "homo_lumo_gap_ev": 9.41,
  "multiplicity": 1
}



Record 18
{
  "formula": "C4H7N3O",
  "method": "ωB97M-V/def2-TZVPD",
  "elements": ["N", "C", "C", "N", "N", "C", "C", "O", "H", "H", "H", "H", "H", "H", "H"],
  "positions_angstrom": [[-0.921, -1.735, 1.590], [-1.306, -1.311, 0.626], [-1.610, -0.819, -0.825], [-0.518, 0.045, -0.957], [-0.775, 1.174, -0.135], [0.306, 1.400, 0.476], [1.861, 0.743, 0.491], [2.329, 0.203, -0.761], [-2.685, -0.371, -0.891], [-1.457, -1.683, -1.514], [-0.674, 0.388, -1.863], [0.196, 2.218, 1.316], [1.912, 0.019, 1.428], [2.475, 1.634, 0.827], [1.587, -0.290, -1.313]],
  "mulliken_charge": [-0.401, 0.234, -0.387, 0.029, -0.696, 0.059, -0.219, -0.559, 0.286, 0.309, 0.160, 0.282, 0.234, 0.273, 0.397],
  "total_energy_ev": -10775.35711,
  "relative_energy_ev": 4.3902,
  "homo_lumo_gap_ev": 10.40,
  "multiplicity": 1,
  "smiles": "N#CCN/N=C\\CO"
}